Record 1
ORCA calculation (wB97M-V/def2-TZVPD) on 2 unconnected molecules or ions with the total composition C3H10N2O2 at a distorted geometry.

Output
- energy above the lowest of the compared OMol25 structures with the same formula, charge and spin (kcal per mole) = 51.3
- Kohn-Sham gap (alpha / beta) (eV) = 10.0394 / 4.3799
- total energy (hartree) = -379.9389
- expectation value of S² = 0.77
- multiplicity = 2
- HOMO (alpha / beta) (eV) = -13.70 / -13.69
- total charge = +1

XYZ file:
```
17
Properties=species:S:1:pos:R:3:forces:R:3
C -1.8345 -1.1248 0.6417 0.7 3.0 1.1
N -0.4619 -0.6842 0.3918 0.8 -1.3 2.7
C -0.0462 0.4525 -0.2757 -0.8 3.1 -4.2
N -1.0730 1.2606 -0.8717 0.8 -0.6 0.2
O 1.1279 0.7060 -0.4888 -0.5 -0.9 1.3
C -1.9693 -2.4468 -0.0448 -0.2 -1.2 -0.9
H -2.4847 -0.2747 0.3068 0.4 -1.2 -0.1
H -2.0020 -1.0551 1.7574 0.4 -0.7 -0.8
H 0.3054 -1.2544 0.9031 -1.2 1.2 -1.4
H -0.8986 1.9257 -1.6454 1.5 -0.3 1.2
H -1.9129 0.8682 -1.2331 -0.8 -1.1 0.7
H -1.0538 -2.8243 -0.5777 -0.8 0.8 0.2
H -2.7643 -2.1826 -0.7640 0.3 -1.2 0.0
H -2.1904 -3.2745 0.6301 -0.5 0.3 0.0
H 3.8862 2.2309 1.3233 -0.5 0.1 0.4
H 2.9971 1.3184 0.3311 0.4 0.6 0.6
O 3.8674 1.6943 0.5389 0.2 -0.7 -1.0
```
Forces are in eV/Å.



Record 2
ORCA calculation (wB97M-V/def2-TZVPD) on a molecular structure, C32H40EuN4O3PS2 at a distorted geometry.

Output
- energy above the lowest of the compared OMol25 structures with the same formula, charge and spin (kcal per mole) = 0.0
- Kohn-Sham gap (alpha / beta) (eV) = 5.8220 / 6.4142
- total energy (hartree) = -3536.0074
- expectation value of S² = 15.76
- multiplicity = 8
- HOMO (alpha / beta) (eV) = -9.29 / -9.88
- total charge = +1

XYZ file:
```
83
Properties=species:S:1:pos:R:3:forces:R:3
Eu 0.3418 -0.2981 0.1051 -0.5 0.3 1.3
O 1.7381 1.0481 1.3884 0.5 0.8 0.2
N 1.7645 2.3262 1.8151 1.5 -1.0 0.1
C 2.9916 2.7612 2.3234 -1.3 0.6 -0.3
C 3.1027 4.0427 2.8472 -0.6 -1.2 -0.3
C 1.9463 4.8639 2.8467 -0.2 -0.6 -0.9
C 0.7651 4.3925 2.2949 -0.4 -0.2 -0.4
C 0.6467 3.0638 1.7356 -0.8 0.3 0.3
S -0.7956 2.2700 1.0473 0.9 1.2 0.4
H 3.7616 1.9967 2.1952 -0.2 0.5 0.3
H 4.0393 4.3501 3.2882 0.0 0.1 -0.1
H 2.0030 5.9024 3.1542 0.0 -0.2 0.2
H -0.1230 5.0503 2.2346 0.7 -0.6 0.1
N -1.4987 -2.9175 -2.1194 -0.6 0.2 0.8
C -2.4394 -2.1485 -1.5108 -0.4 -0.9 -0.3
S -2.3197 -0.4499 -1.2914 -0.1 -0.9 -0.2
N -3.5923 -2.7940 -1.1115 0.8 0.9 -0.3
C -3.8196 -4.1449 -0.7435 -0.6 -0.2 0.3
C -3.4495 -5.2470 -1.4984 -0.1 0.2 0.0
C -3.7249 -6.5292 -1.0402 0.1 -0.9 -0.3
C -4.3958 -6.7560 0.1531 0.0 0.7 0.4
C -4.7882 -5.6309 0.8998 -0.9 -0.1 0.2
C -4.5758 -4.3453 0.4270 1.0 0.0 -0.2
H -0.6146 -2.5167 -2.3888 0.0 0.2 0.1
H -1.5770 -3.9333 -2.0841 0.1 0.5 0.0
H -4.2857 -2.1549 -0.7479 0.2 0.1 0.1
H -3.0668 -5.1191 -2.4987 0.2 0.0 -0.1
H -3.4158 -7.3733 -1.6724 -0.2 0.4 0.3
H -4.6499 -7.7561 0.5093 0.2 0.3 -0.2
H -5.3636 -5.7322 1.8360 0.4 -0.1 -0.6
H -4.9028 -3.4592 0.9672 0.0 -0.3 0.1
C -2.4080 6.0247 -2.9745 -0.1 -0.3 -0.6
O -1.4490 4.9605 -2.8084 -0.6 1.5 0.3
C -0.2472 5.3598 -2.2672 -0.4 -0.6 -0.4
C 0.1071 6.6636 -1.9172 0.2 -0.9 0.1
C 1.3844 6.8041 -1.3815 0.7 0.5 0.2
C 2.2664 5.7215 -1.1770 -0.7 0.4 -0.4
C 1.9054 4.4390 -1.5880 -0.8 -0.2 0.1
C 0.6227 4.2585 -2.1500 1.5 1.7 0.1
N 0.0820 3.0894 -2.6586 0.0 -3.0 0.2
C 0.5925 1.8277 -2.7288 -0.6 2.2 -0.2
C 1.9056 1.4724 -2.9955 1.8 -1.4 0.1
C 2.9237 2.2369 -3.6510 0.3 0.3 -0.1
C 4.2530 1.8512 -3.6960 -0.6 1.4 0.1
C 4.6314 0.6057 -3.1878 -0.3 -1.2 0.1
C 3.6601 -0.2815 -2.7865 -0.2 -0.3 0.1
C 2.3137 0.1373 -2.5512 -0.9 0.4 0.9
O 1.4920 -0.5430 -1.7947 1.4 0.1 -1.9
H -2.7003 6.4879 -2.0204 0.3 -0.2 -0.3
H -3.2925 5.6094 -3.4723 0.3 -0.2 0.4
H -1.9845 6.7437 -3.6847 -0.1 0.2 0.3
H -0.5845 7.4998 -2.0590 0.5 -0.4 0.1
H 1.7417 7.8175 -1.1474 -0.2 -0.5 0.0
H 3.2412 5.9227 -0.7395 -0.2 -0.2 -0.1
H 2.5542 3.5741 -1.4241 -0.1 0.4 -0.2
H -0.9346 3.1685 -2.7115 0.3 -0.3 0.2
H -0.1221 1.0237 -2.5755 -0.2 0.1 -0.2
H 2.6040 3.1401 -4.1583 0.2 0.2 0.2
H 5.0295 2.5400 -4.0528 -0.6 -0.3 -0.1
H 5.6798 0.2827 -3.1471 -0.5 0.2 -0.2
H 3.8854 -1.3260 -2.5940 0.1 0.2 0.4
C -0.8218 -5.5702 2.7267 0.1 0.5 -0.1
C -0.6190 -4.5391 1.5859 -0.6 -0.1 0.0
P 0.0520 -2.8516 2.0511 -0.1 -1.1 0.5
C -1.2062 -2.4310 3.3527 0.0 -0.6 -0.1
C -1.3844 -0.9260 3.5203 0.4 0.0 -0.3
C 1.5986 -3.2924 3.0410 0.2 0.2 -0.8
C 2.7211 -2.2495 2.7712 -0.3 -0.5 0.2
H -1.0958 -6.5457 2.3259 0.1 0.0 -0.1
H -1.6436 -5.2622 3.3771 0.2 0.0 0.1
H 0.0852 -5.6983 3.3297 -0.2 0.0 -0.1
H -1.6119 -4.3733 1.0881 0.8 0.0 0.3
H 0.0408 -4.9648 0.8328 0.1 0.0 -0.2
H -0.9475 -2.9900 4.2737 -0.1 0.6 -0.3
H -2.1172 -2.9104 2.9807 -0.1 0.2 0.1
H -0.3791 -0.4921 3.6081 -0.3 0.3 0.2
H -1.9942 -0.6523 4.3880 0.2 0.0 -0.2
H -1.8365 -0.4791 2.6141 0.1 -0.2 0.4
H 1.9687 -4.2903 2.7076 -0.4 0.6 0.3
H 1.3126 -3.3548 4.0952 0.2 0.0 -0.1
H 3.0469 -2.3357 1.7288 0.0 0.1 0.1
H 3.5920 -2.4453 3.4104 -0.2 0.1 -0.1
H 2.3842 -1.2198 2.9302 0.0 -0.1 0.1
```
Forces are in eV/Å.



Record 3
ORCA calculation (wB97M-V/def2-TZVPD) on a molecular structure, C32H23N10O2PbTe.

Output
- Kohn-Sham gap (eV) = 7.5727
- total energy (hartree) = -2392.0402
- HOMO (eV) = -10.93
- total charge = +1

XYZ file:
```
69
Properties=species:S:1:pos:R:3:forces:R:3
Pb 0.3395 -0.5661 0.3152 0.2 -0.3 0.2
C 1.6189 -0.8782 -4.4986 0.0 0.0 0.0
C 1.1800 -0.3926 -3.2756 0.0 0.0 0.0
N 0.5214 -1.1658 -2.4216 0.1 0.0 0.0
C 0.2917 -2.4325 -2.7741 0.1 0.0 0.0
C 0.7519 -2.9075 -4.0023 0.0 0.0 0.0
N 1.4130 -2.1396 -4.8567 0.0 0.0 0.0
C -0.4935 -3.2712 -1.8236 -0.1 0.0 0.0
C -0.6531 -4.6397 -1.9857 0.0 0.0 0.0
C -1.4466 -5.3429 -1.0831 0.0 0.1 0.0
C -2.0695 -4.6314 -0.0639 0.0 0.0 0.0
C -1.8633 -3.2608 0.0288 0.0 0.0 0.0
N -1.0704 -2.6120 -0.8197 -0.2 0.1 -0.1
C -2.5185 -2.4211 1.0703 -0.1 0.1 0.0
C -3.6321 -2.8500 1.7828 0.0 0.0 0.0
N -4.2227 -2.0927 2.6996 0.0 0.0 0.0
C -3.7047 -0.8927 2.9128 0.0 0.0 0.0
C -2.5963 -0.4342 2.2073 0.0 0.0 0.0
N -2.0167 -1.1981 1.2875 0.0 0.0 0.0
C -1.6251 -6.8070 -1.2090 0.0 0.0 0.0
C -1.7859 -7.4051 -2.4535 0.0 0.0 0.0
C -1.9522 -8.7805 -2.5159 0.0 0.0 0.0
N -1.9589 -9.5691 -1.4463 0.0 0.0 0.0
C -1.8006 -8.9927 -0.2594 0.0 0.0 0.0
C -1.6357 -7.6265 -0.0861 0.0 0.0 0.0
H 2.1419 -0.2396 -5.1998 0.0 0.0 0.0
H 1.3393 0.6383 -2.9778 0.0 0.0 0.0
H 0.5820 -3.9292 -4.3148 0.0 0.0 0.0
H -0.1523 -5.1745 -2.7791 0.0 0.0 0.0
H -2.7058 -5.1491 0.6390 0.0 0.0 0.0
H -4.0791 -3.8190 1.6015 0.0 0.0 0.0
H -4.1750 -0.2688 3.6619 0.0 0.0 0.0
H -2.1662 0.5419 2.4008 0.0 0.0 0.0
H -1.8118 -6.8163 -3.3613 0.0 0.0 0.0
H -2.0906 -9.2696 -3.4734 0.0 0.0 0.0
H -1.8024 -9.6539 0.5995 0.0 0.0 0.0
H -1.4918 -7.2214 0.9072 0.0 0.0 0.0
O -0.9048 2.2518 2.9018 0.0 0.0 0.0
C 0.1174 1.7223 2.5112 0.1 0.1 0.3
O 0.4553 0.4879 2.5095 -0.2 0.0 -0.3
C 1.2630 2.5845 1.9944 0.0 0.0 0.0
C 2.2589 2.9761 2.9100 -0.1 0.0 0.0
C 3.3745 3.5970 2.4529 0.0 0.0 0.0
C 3.5167 3.8599 1.0686 0.0 0.0 0.0
C 4.6747 4.4832 0.5550 0.0 0.0 0.0
C 4.7873 4.7513 -0.7791 0.0 0.0 0.0
C 3.7344 4.4071 -1.6440 0.0 0.0 0.0
C 2.6013 3.7931 -1.1772 0.0 0.0 0.0
C 2.4738 3.4977 0.1921 0.0 0.0 0.0
N 1.3538 2.8465 0.7007 0.0 0.1 -0.1
H 2.1099 2.7445 3.9548 0.0 0.0 0.0
H 4.1668 3.8936 3.1294 0.0 0.0 0.0
H 5.4658 4.7475 1.2453 0.0 0.0 0.0
H 5.6725 5.2345 -1.1692 0.0 0.0 0.0
H 3.8113 4.6388 -2.6985 0.0 0.0 0.0
H 1.8010 3.5440 -1.8578 0.0 0.0 0.0
N 6.0464 1.2352 -1.4756 0.0 0.0 0.0
C 5.2267 0.8677 -0.4592 0.0 0.0 0.0
C 3.8785 0.5226 -0.6832 0.0 0.0 0.0
N 3.0920 0.1498 0.3080 0.0 0.1 0.0
C 3.6110 0.1028 1.5406 0.0 0.0 0.0
C 4.9349 0.4418 1.7495 0.0 0.0 0.0
N 5.7420 0.8282 0.7672 0.0 0.0 0.0
H 5.6996 1.3792 -2.4044 0.0 0.0 0.0
H 6.9855 1.5148 -1.2547 0.0 0.0 0.0
H 3.4545 0.5636 -1.6802 0.0 0.0 0.0
H 2.9514 -0.1794 2.3511 0.0 0.0 0.0
H 5.3623 0.4071 2.7449 0.0 0.0 0.0
Te -0.2451 2.2314 -0.5881 0.0 0.0 0.0
```
Forces are in eV/Å.



Record 4
ORCA calculation (wB97M-V/def2-TZVPD) on a molecular structure, C3H2MgO3Tl at a distorted geometry.

Output
- energy above the lowest of the compared OMol25 structures with the same formula, charge and spin (kcal per mole) = 49.5
- Kohn-Sham gap (alpha / beta) (eV) = 6.0655 / 5.8293
- total energy (hartree) = -713.6193
- expectation value of S² = 0.75
- multiplicity = 2
- HOMO (alpha / beta) (eV) = -6.53 / -6.54

XYZ file:
```
10
Properties=species:S:1:pos:R:3:forces:R:3
C -1.4952 -0.1963 0.5332 -1.4 -2.3 -0.3
O -2.5256 0.4207 0.1105 -0.3 0.5 -0.4
H -0.1101 0.9051 -0.7598 0.1 0.4 0.6
Tl -4.2945 -1.2027 0.5312 1.3 0.6 0.1
C -0.1893 0.2774 0.1347 -1.6 0.2 1.3
O 0.8211 -0.7222 0.1980 -0.3 0.3 0.9
C 2.0371 -0.4624 -0.2630 0.3 0.2 -0.4
O 2.2304 0.6234 -0.8753 0.5 -0.1 0.1
Mg 4.0778 -0.3796 -0.9364 -0.6 0.1 0.1
H -0.5517 0.7367 1.3269 2.1 0.0 -2.0
```
Forces are in eV/Å.



Record 5
ORCA calculation (wB97M-V/def2-TZVPD) on a gas-phase ion, C4H6NO2 (charge -1) at a distorted geometry.

Output
- energy above the lowest of the compared OMol25 structures with the same formula, charge and spin (kcal per mole) = 114.9
- SMILES = [O-]/C=C1\CNOC1
- Kohn-Sham gap (eV) = 6.3895
- total energy (hartree) = -361.1246
- HOMO (eV) = -2.22
- total charge = -1

XYZ file:
```
13
Properties=species:S:1:pos:R:3:forces:R:3
C 0.5942 -1.1922 -0.0148 -2.0 2.6 -0.9
C -1.9240 -0.3502 -0.0180 -0.9 -1.8 -0.7
C -0.5842 -0.2095 -0.0347 2.8 2.9 -0.5
C 0.3699 1.3857 -0.2136 -1.3 -5.6 4.0
N 1.6707 0.8659 0.2447 0.1 0.5 -2.5
O 1.7832 -0.4641 -0.3173 0.4 0.9 -0.8
O -2.8585 0.4820 0.0200 -0.5 1.0 0.1
H 0.4360 -2.0201 -0.6716 0.4 -0.6 -0.6
H 0.7507 -1.4571 0.9573 0.2 -1.7 2.9
H -2.3236 -1.4515 -0.1621 0.9 0.8 0.4
H 0.4176 1.4326 -1.1990 0.3 0.6 -4.5
H -0.0494 2.2661 0.2015 -0.1 0.5 1.0
H 1.7174 0.7124 1.2075 -0.4 -0.1 2.0
```
Forces are in eV/Å.



Record 6
ORCA calculation (wB97M-V/def2-TZVPD) on a molecular structure, F8Li2N4O16S8 at a distorted geometry.

Output
- energy above the lowest of the compared OMol25 structures with the same formula, charge and spin (kcal per mole) = 241.8
- Kohn-Sham gap (eV) = 3.6018
- total energy (hartree) = -5422.2239
- HOMO (eV) = -4.89
- total charge = -2

XYZ file:
```
38
Properties=species:S:1:pos:R:3:forces:R:3
Li 19.1178 0.9907 3.9794 -0.4 0.1 -0.5
Li 21.9356 0.9157 7.5991 0.0 0.1 -0.1
N 19.6501 -2.4262 -2.7977 -2.7 -1.3 3.0
S 18.6532 -2.8943 -1.4855 -0.3 -0.3 2.5
O 17.3861 -3.6218 -1.7567 3.2 1.7 0.7
O 18.6648 -1.8235 -0.4556 -0.2 -2.6 -1.8
F 19.6023 -4.0427 -0.8685 -0.1 0.5 -0.4
S 18.4953 -1.5375 -3.4165 -1.0 1.9 -5.4
O 18.1998 -0.2722 -2.7741 0.3 -1.5 -0.7
O 17.4326 -2.2733 -4.0979 0.9 1.1 1.4
F 19.3827 -1.1636 -4.7462 0.0 0.5 0.8
N 23.1569 1.6891 3.8457 2.4 -2.5 -0.5
S 24.3531 0.6143 3.2873 2.7 -3.2 0.0
O 25.7012 0.7254 3.9188 -3.6 0.0 -1.3
O 24.3332 0.2521 1.8684 -0.5 1.0 2.9
F 23.7314 -0.6499 4.0636 -0.3 0.2 -0.1
S 23.8841 2.9398 3.2452 -0.9 6.7 -2.5
O 23.6340 3.1465 1.8168 1.2 -1.0 2.1
O 25.1284 3.3893 3.8345 -1.2 -1.0 -0.6
F 22.8423 4.0289 3.8168 -0.2 -0.3 0.7
N 17.7398 0.9281 7.8688 -1.9 -4.2 0.5
S 16.7369 -0.3881 8.3268 -1.8 -4.5 -0.7
O 15.2806 -0.2217 8.2089 2.8 0.8 0.5
O 17.1672 -1.3416 9.3859 0.0 2.9 -2.6
F 17.0082 -1.1680 6.9297 0.6 0.0 0.5
S 16.9734 1.9359 8.7573 -0.9 4.9 4.3
O 16.6843 1.5657 10.1682 -0.3 -0.3 -3.2
O 16.1231 2.8751 8.0713 0.5 -1.3 0.5
F 18.2665 2.7676 9.0545 1.6 1.7 -0.1
N 13.9454 4.2384 -0.8228 3.0 0.5 5.0
S 14.2565 4.0004 0.8891 0.8 0.6 2.1
O 15.6330 3.5608 1.2319 -2.9 1.2 -1.2
O 13.1686 3.4925 1.7662 2.5 0.8 -2.3
F 14.1660 5.5797 1.2087 0.7 -0.5 0.0
S 12.8741 3.1709 -0.9141 -5.9 -2.6 -3.1
O 11.5060 3.6225 -0.5674 2.4 -1.1 -0.4
O 13.2281 1.7794 -0.6309 -0.4 2.1 -0.5
F 12.8357 3.3535 -2.5492 -0.2 -0.9 0.5
```
Forces are in eV/Å.



- Which formula does entry 3 have?
  C32H23N10O2PbTe



- Which of these has the lowest total energy?
  F8Li2N4O16S8



- The highest total energy belongs to which entry?
  C4H6NO2



Please write out number 6 again, unchanged.
ORCA calculation (wB97M-V/def2-TZVPD) on a molecular structure, F8Li2N4O16S8 at a distorted geometry.

Output
- energy above the lowest of the compared OMol25 structures with the same formula, charge and spin (kcal per mole) = 241.8
- Kohn-Sham gap (eV) = 3.6018
- total energy (hartree) = -5422.2239
- HOMO (eV) = -4.89
- total charge = -2

XYZ file:
```
38
Properties=species:S:1:pos:R:3:forces:R:3
Li 19.1178 0.9907 3.9794 -0.4 0.1 -0.5
Li 21.9356 0.9157 7.5991 0.0 0.1 -0.1
N 19.6501 -2.4262 -2.7977 -2.7 -1.3 3.0
S 18.6532 -2.8943 -1.4855 -0.3 -0.3 2.5
O 17.3861 -3.6218 -1.7567 3.2 1.7 0.7
O 18.6648 -1.8235 -0.4556 -0.2 -2.6 -1.8
F 19.6023 -4.0427 -0.8685 -0.1 0.5 -0.4
S 18.4953 -1.5375 -3.4165 -1.0 1.9 -5.4
O 18.1998 -0.2722 -2.7741 0.3 -1.5 -0.7
O 17.4326 -2.2733 -4.0979 0.9 1.1 1.4
F 19.3827 -1.1636 -4.7462 0.0 0.5 0.8
N 23.1569 1.6891 3.8457 2.4 -2.5 -0.5
S 24.3531 0.6143 3.2873 2.7 -3.2 0.0
O 25.7012 0.7254 3.9188 -3.6 0.0 -1.3
O 24.3332 0.2521 1.8684 -0.5 1.0 2.9
F 23.7314 -0.6499 4.0636 -0.3 0.2 -0.1
S 23.8841 2.9398 3.2452 -0.9 6.7 -2.5
O 23.6340 3.1465 1.8168 1.2 -1.0 2.1
O 25.1284 3.3893 3.8345 -1.2 -1.0 -0.6
F 22.8423 4.0289 3.8168 -0.2 -0.3 0.7
N 17.7398 0.9281 7.8688 -1.9 -4.2 0.5
S 16.7369 -0.3881 8.3268 -1.8 -4.5 -0.7
O 15.2806 -0.2217 8.2089 2.8 0.8 0.5
O 17.1672 -1.3416 9.3859 0.0 2.9 -2.6
F 17.0082 -1.1680 6.9297 0.6 0.0 0.5
S 16.9734 1.9359 8.7573 -0.9 4.9 4.3
O 16.6843 1.5657 10.1682 -0.3 -0.3 -3.2
O 16.1231 2.8751 8.0713 0.5 -1.3 0.5
F 18.2665 2.7676 9.0545 1.6 1.7 -0.1
N 13.9454 4.2384 -0.8228 3.0 0.5 5.0
S 14.2565 4.0004 0.8891 0.8 0.6 2.1
O 15.6330 3.5608 1.2319 -2.9 1.2 -1.2
O 13.1686 3.4925 1.7662 2.5 0.8 -2.3
F 14.1660 5.5797 1.2087 0.7 -0.5 0.0
S 12.8741 3.1709 -0.9141 -5.9 -2.6 -3.1
O 11.5060 3.6225 -0.5674 2.4 -1.1 -0.4
O 13.2281 1.7794 -0.6309 -0.4 2.1 -0.5
F 12.8357 3.3535 -2.5492 -0.2 -0.9 0.5
```
Forces are in eV/Å.